1.
Molecular formula: C39H53N12O2RbS3
Method: DFT, wB97M-V/def2-TZVPD

Frontier orbital gap in eV: 4.484
Net charge: -2
Electronic energy in Ha: -3544.1579
Spin multiplicity: 1
LUMO level in eV: 3.244

XYZ file:
```
110
Properties=species:S:1:pos:R:3:forces:R:3
Rb -0.1261 0.3140 -1.3686 -0.0049 0.3906 -0.2548
S -1.9349 -3.0883 1.1415 0.0818 0.1867 -0.0075
S 0.5115 3.6340 -2.5162 -0.0778 -0.2524 0.3010
S -0.9034 1.9256 -4.5836 -0.1283 -0.5593 0.0679
O -2.4181 -1.5700 -2.4996 -0.0819 -0.0023 0.0457
O 2.0645 -2.2454 -0.6016 0.2417 -0.2205 0.3606
N -3.5540 0.8752 0.7271 0.0288 0.1722 -0.0117
N -3.1009 2.0164 2.6820 -0.5033 0.0172 0.3682
N -1.4763 1.8444 0.9718 -0.4455 -0.1903 0.0476
N -0.5491 -1.8873 3.0496 -0.6359 0.3689 -0.7833
N -0.0486 -4.7766 -3.9755 -0.5478 0.1538 -0.2554
N 2.7113 1.9495 2.9010 0.3607 0.2328 0.4528
N 0.9329 6.7435 -4.6466 -0.1672 -0.1655 -0.0323
N -3.0386 -0.3676 -4.3037 0.2188 -0.0383 0.4937
N -1.1783 4.3631 -7.3604 0.0844 0.0728 0.0070
N 1.3054 1.9194 0.9965 -0.2051 -0.0270 -0.1814
N 3.4105 0.9967 0.9015 -0.2856 0.3226 -0.0022
N 0.6673 -3.2362 1.6199 0.2434 0.1052 0.1002
C 4.0123 2.4174 3.3034 0.7999 -0.1772 -0.3500
C 1.7967 -2.7392 5.8104 -0.3102 0.2739 -0.1278
C -2.2106 2.2787 3.7711 0.5296 0.2505 -0.1270
C 0.9243 -4.3655 -2.9678 -0.0763 0.3418 0.0798
C 4.2695 -2.2059 -4.5792 -0.0389 0.2005 0.0765
C 0.6041 -0.7331 6.3271 0.1300 -0.5400 -0.1746
C 1.8727 -1.8640 -1.7721 -0.4844 0.2309 0.3233
C -4.3511 -2.3106 -3.6503 -0.0617 0.2131 -0.4045
C -1.5200 4.2465 1.4486 0.1203 -0.3360 -0.0195
C 2.5994 -2.5051 -2.8835 -0.0341 0.0314 0.0036
C 4.0096 -0.2081 1.4312 0.1791 -0.2835 0.1873
C -3.4556 0.8644 -0.7188 0.2404 0.2368 -0.1622
C -0.8272 3.0334 1.3105 0.1466 0.3157 -0.1760
C 2.1010 -3.6324 -3.5523 0.2286 0.0350 0.3965
C -1.1687 -5.3995 -3.2841 0.1193 0.1637 0.0489
C 0.4256 5.7062 -4.7590 0.4289 0.4311 0.3896
C -3.1960 -1.3669 -3.4290 0.4267 -0.0506 0.0169
C -0.1891 4.4549 -4.9853 0.0407 0.0973 -0.1543
C 0.5378 5.4730 1.6412 -0.3142 -0.0590 0.0857
C 3.7492 -3.3026 -5.2635 0.4060 -0.1852 -0.0916
C -4.4476 2.4815 2.8866 -0.3127 -0.2739 0.0316
C 2.4124 1.6611 1.5837 0.2660 -0.5291 -0.2580
C 1.1613 -2.8069 4.5754 0.1671 -0.0510 -0.1587
C -4.4155 -0.1225 1.3115 0.0729 -0.4080 0.1145
C -2.6496 1.5935 1.4529 0.4607 0.1174 -0.4111
C 0.2314 -1.8387 4.1868 0.3627 0.1475 1.0045
C -0.5323 -3.6305 -4.7798 0.4970 -0.0982 0.7027
C -0.7270 4.3759 -6.2934 -0.3713 -0.3650 -0.1406
C -0.5239 -2.7158 1.9397 -0.2616 -0.2484 0.4594
C 2.7117 -4.0461 -4.7210 0.2338 0.4765 -0.1503
C 1.2390 4.2850 1.4762 -0.1178 0.5101 -0.0608
C -0.2032 3.3921 -4.0476 0.1834 0.5990 -0.2507
C -0.0165 -0.7921 5.0937 -0.0578 -0.1400 -0.0341
C 1.5142 -1.7132 6.7022 0.0032 -0.1426 -0.4783
C 0.5773 3.0597 1.3207 0.0322 0.3146 -0.0384
C 1.6786 2.1381 3.8809 -0.2416 0.0630 0.1465
C 3.6874 -1.7928 -3.3860 0.4955 -0.5227 -0.5978
C -0.8653 5.4385 1.6273 1.1691 0.3865 0.1818
C 3.4152 1.1071 -0.5510 0.1931 0.6220 -0.0378
H -1.2546 1.7889 3.5710 -0.1203 0.1480 0.0369
H -1.3288 -3.9542 -5.4290 -0.3189 -0.2789 -0.2921
H 0.2729 -3.2375 -5.3918 0.0813 0.0221 -0.0469
H 2.4955 -3.5212 6.0666 0.1019 -0.0315 0.0690
H 2.8484 0.3271 -1.0438 -0.2310 -0.2520 -0.0408
H -2.9697 1.7811 -1.0924 -0.2036 -0.3675 0.2359
H 1.4075 3.1996 4.0545 0.1219 -0.3686 -0.1267
H -5.0609 2.2936 2.0081 0.1158 0.1096 -0.0486
H -4.2900 -0.1484 2.3963 -0.0738 0.1141 -0.1116
H 1.4717 -2.6481 1.7837 0.1342 0.0588 -0.0147
H -4.4658 0.8026 -1.1161 -0.2201 0.0799 -0.1659
H -4.4960 3.5490 3.1337 0.1964 0.0328 -0.0822
H 0.4438 -3.7085 -2.2128 0.0762 -0.1550 -0.1722
H 5.1052 -0.1818 1.3476 -0.0755 0.1044 0.0770
H 2.3772 -4.9255 -5.2377 -0.3160 -0.2877 -0.1438
H -3.9321 -3.2722 -3.9275 0.0084 -0.2289 0.0751
H 4.1741 -3.6119 -6.2141 0.0665 0.0619 0.0864
H 5.1191 -1.6646 -4.9923 -0.1472 -0.0381 0.0396
H 0.7187 -3.6601 0.7094 -0.0352 -0.0271 -0.2590
H -0.8376 -6.3200 -2.8031 0.0193 -0.0196 0.1279
H 0.7965 1.5978 3.5468 -0.0877 0.0775 0.0109
H -3.7163 -0.2135 -5.0143 -0.2261 0.1743 -0.3564
H 1.2669 -5.2593 -2.4313 -0.0900 -0.0028 -0.0505
H -2.0148 3.3642 3.8836 -0.0538 -0.4269 0.1672
H 3.7420 -0.3475 2.4877 0.0579 0.1159 -0.2741
H 3.0107 2.0880 -0.8606 0.2051 -0.5035 0.1462
H 4.4566 1.0164 -0.8799 -0.0527 0.0693 -0.0650
H -0.7398 -0.0347 4.8373 -0.1405 0.1264 -0.1219
H 2.0051 1.6841 4.8255 -0.0207 0.1174 -0.0454
H 4.0433 3.5007 3.5055 -0.2393 -0.1504 0.0715
H 4.0746 -0.9320 -2.8448 -0.1610 -0.0488 -0.1215
H 2.3215 4.3287 1.3597 -0.1655 -0.1600 0.1013
H 0.3632 0.0429 7.0274 -0.1180 0.4011 0.0852
H -1.3880 -1.3161 3.0742 0.2125 -0.2590 -0.0061
H -2.6323 1.8532 4.6850 -0.0444 0.1321 0.1624
H 1.0629 6.4309 1.7338 -0.1755 -0.4415 -0.0810
H 1.3961 -3.6259 3.9177 -0.0573 -0.1237 -0.1112
H 4.3805 1.8782 4.1874 -0.2049 0.1216 0.0321
H -4.1508 -1.1293 0.9517 -0.0604 0.2721 -0.0471
H -1.6292 -4.7405 -2.5307 0.1449 0.0386 0.1167
H -1.9572 -5.6509 -3.9781 -0.1909 -0.1779 -0.4278
H -5.4672 0.0752 1.0712 0.0128 -0.0258 0.0463
H -0.9104 -2.8075 -4.1593 0.0259 -0.0291 0.1167
H 3.6744 -1.0808 0.8579 -0.1178 0.0463 0.0528
H -2.5923 4.2687 1.3562 -0.2920 -0.1800 -0.0349
H -4.8997 -2.4034 -2.7249 -0.1184 -0.1503 0.2743
H -1.4001 6.3670 1.7220 -0.2828 0.1501 -0.0468
H 4.7456 2.2256 2.5101 -0.3030 0.0509 0.1018
H -2.2958 0.3353 -4.1590 -0.1578 -0.0614 -0.0763
H 1.9978 -1.6720 7.6556 0.1899 0.0147 0.4123
H -2.9190 -0.0044 -1.0906 0.0573 -0.0958 0.0077
H -5.0280 -1.9867 -4.4409 -0.0125 0.0328 -0.0162
H -4.9018 1.9333 3.7150 -0.1396 0.0045 0.1721
```
Positions in Å, forces in eV/Å.


2.
Molecular formula: C19H37BrIrNOS2Si
Method: DFT, wB97M-V/def2-TZVPD

Frontier orbital gap (alpha / beta) in eV: 7.762 / 5.018
Net charge: +3
Electronic energy in Ha: -4639.2627
Spin multiplicity: 6
LUMO level (alpha / beta) in eV: -9.036 / -12.330
⟨S²⟩: 8.77

XYZ file:
```
63
Properties=species:S:1:pos:R:3:forces:R:3
Ir -0.1560 -0.1997 -0.2243 0.2408 0.7713 0.0283
Br -1.0586 -2.0448 1.2020 -0.3786 -0.7549 0.6925
S 2.5765 0.1253 -2.1052 -0.2689 0.1804 0.0769
S 0.3199 1.6473 1.1984 0.1045 -0.3077 0.0129
Si -1.9570 -4.3237 2.4050 0.4447 0.8323 -0.8764
O 1.4572 -0.6855 -1.3598 0.1901 -0.2467 -0.2322
N -1.4432 1.4938 -0.6244 -0.0259 -0.0231 -0.0970
C -2.5969 -2.3838 4.5854 -0.1361 -0.0859 -0.2699
C 3.8130 0.4210 -0.8678 0.1290 -0.0375 0.1198
C -1.7269 -3.6080 4.4714 0.0620 0.3453 0.8420
C -3.6572 -4.3432 0.1942 0.0240 -0.0901 0.0640
C -3.7318 -4.2551 1.7380 -0.1991 -0.0080 0.1560
C 3.3592 -1.1376 -3.0631 0.0439 -0.1231 -0.1111
C -1.4136 3.6808 0.3715 -0.0302 0.0141 -0.0224
C -0.5474 -5.4657 1.8246 0.0727 -0.1355 0.1811
C -4.5172 -2.9896 2.1032 -0.0513 -0.0652 0.0271
C 0.8644 -5.0077 2.2025 -0.0194 -0.0428 0.0225
C -2.9370 3.1519 -1.4120 -0.0384 -0.0524 -0.0297
C -0.2681 -3.2994 4.6733 0.0662 -0.1742 -0.2667
C -0.6355 -5.5324 0.2817 -0.0857 -0.0485 0.0586
C -2.4139 1.8638 -1.4569 -0.0399 0.0454 -0.0213
C -2.4340 4.0639 -0.4981 0.0493 -0.0113 0.0652
C -0.8430 -6.8569 2.4267 0.0009 0.0267 -0.0551
C -2.2294 -4.8115 5.2298 -0.0876 -0.1831 -0.3931
C -0.9459 2.3851 0.2729 -0.1713 0.1634 -0.0826
C -4.4374 -5.5092 2.3030 0.0188 0.0125 -0.0538
H -4.8408 -2.9811 3.1401 -0.0244 -0.0210 -0.0495
H -3.3280 -5.3145 -0.1586 -0.0209 -0.0314 -0.0029
H -0.5564 -4.5582 -0.1984 0.0295 -0.0064 0.0090
H 0.1466 -2.6211 3.9265 -0.0320 0.0211 0.0392
H -3.9713 -2.0715 1.8839 -0.0131 -0.0155 -0.0017
H 0.3507 -4.1852 4.7586 -0.0063 -0.0087 0.0414
H 1.0578 -3.9672 1.9410 -0.0008 -0.0176 -0.0083
H -2.3509 -1.6024 3.8655 0.0395 -0.0013 0.0580
H 4.2842 -0.5143 -0.5718 -0.0185 0.0111 0.0402
H -3.6581 -2.6006 4.5509 0.0435 -0.0015 0.0745
H 1.5639 -5.6260 1.6359 -0.0025 0.0040 0.0139
H -2.7730 1.1255 -2.1606 -0.0007 -0.0126 0.0099
H 4.1930 -0.6743 -3.5942 -0.0061 -0.0003 0.0168
H -3.0388 -3.5676 -0.2546 -0.0289 0.0113 0.0088
H -5.4242 -2.9867 1.4954 0.0066 0.0005 0.0096
H 4.5467 1.1123 -1.2854 -0.0085 -0.0226 -0.0182
H -3.7361 3.4227 -2.0880 0.0265 0.0104 -0.0184
H -2.8296 5.0704 -0.4571 -0.0013 -0.0065 0.0035
H -2.3818 -1.9804 5.5845 0.0036 0.0153 -0.0206
H -4.6810 -4.2030 -0.1594 0.0133 -0.0106 -0.0137
H -5.4354 -5.5461 1.8581 0.0039 -0.0250 0.0211
H 2.6287 -1.5065 -3.7805 0.0180 0.0243 -0.0212
H -1.5302 -6.0351 -0.0693 -0.0027 -0.0497 -0.0059
H -0.9946 4.3618 1.0994 -0.0029 0.0093 -0.0188
H -1.8175 -7.2526 2.1359 0.0184 0.0005 -0.0126
H -0.2209 -2.7750 5.6371 0.0139 0.0049 -0.0151
H 0.2179 -6.1362 -0.0354 -0.0139 0.0060 -0.0179
H -0.0872 -7.5437 2.0366 -0.0230 -0.0222 0.0154
H 1.0907 -5.1647 3.2520 0.0081 -0.0225 0.0027
H 3.7044 -1.9320 -2.4040 -0.0002 -0.0062 -0.0182
H -2.1097 -4.5413 6.2913 -0.0125 -0.0248 -0.0035
H 3.3152 0.8934 -0.0222 0.0283 0.0551 -0.0226
H -3.9347 -6.4415 2.0387 -0.0179 0.0167 -0.0206
H -1.6426 -5.7160 5.0712 0.0504 0.0358 0.0681
H -3.2859 -5.0242 5.0707 0.0002 0.0601 0.0646
H -4.5667 -5.4736 3.3849 -0.0345 0.0228 -0.0276
H -0.7646 -6.8771 3.5134 0.0534 -0.0041 -0.0149
```
Positions in Å, forces in eV/Å.


3.
Molecular formula: C2H31O16
Method: DFT, wB97M-V/def2-TZVPD

Frontier orbital gap in eV: 7.808
Net charge: -1
Electronic energy in Ha: -1298.7293
Spin multiplicity: 1
LUMO level in eV: 1.817

XYZ file:
```
49
Properties=species:S:1:pos:R:3:forces:R:3
O 2.9256 -2.4502 1.6384 0.2205 0.1062 0.1771
O 1.1739 -1.0117 3.6981 0.7661 -0.9978 0.5641
O -0.5496 -2.7247 -2.5516 0.5149 -1.4373 0.6923
O 0.1199 2.1696 -3.1264 -0.0394 0.1166 -0.4511
O -1.4113 -0.6439 -3.7584 -0.1917 0.1955 -0.7607
O -2.9654 -2.2521 0.1495 -0.3348 -0.7119 0.4618
O 1.1792 3.5904 -0.5929 1.0905 0.7551 -0.3038
O -0.1839 1.0402 3.1807 -0.3083 0.7319 0.1874
O -1.6260 0.1587 -0.7882 -1.1646 -3.5281 -1.1413
O -0.1616 -4.2759 0.2406 0.5406 -0.1754 0.5023
O -0.4953 1.5836 0.1715 2.2420 1.9676 1.6999
O 4.4998 -0.1742 1.0956 0.5919 -0.2028 -0.2079
O -4.2758 1.2858 -1.0351 -0.6857 0.3230 -0.4285
O 3.4203 2.2041 1.1601 -0.0353 0.4830 0.0524
O -1.9958 3.9287 -0.0203 -0.4519 0.6752 0.2094
O -2.9314 1.0633 1.9928 -0.5852 -0.1978 0.3465
C -0.5677 0.4044 -0.1796 -0.1923 1.7153 -0.7489
C 0.6039 -0.5368 0.0898 -0.2325 -0.1914 0.2803
H 0.1229 1.7757 -2.2540 -0.3507 -0.1804 0.5596
H -1.7935 0.0739 -3.2534 -0.0607 0.2133 0.7296
H 0.9420 -1.8373 4.1235 -0.3104 -0.1442 0.1728
H -1.2428 -0.2667 -4.6219 0.0735 0.0677 -0.1994
H 2.8115 -2.9929 2.4185 0.0850 -0.2418 0.2077
H 1.8009 -1.2597 3.0187 0.1985 0.1395 -0.4945
H -2.3634 -1.5560 -0.1139 0.3972 0.7902 -0.4554
H 3.9756 -0.9496 1.2960 -0.4526 -0.4060 0.1274
H 2.4824 -2.9348 0.9420 -0.4251 -0.0681 -0.3410
H 0.3986 -2.5948 -2.5704 0.1619 0.0679 0.0342
H -0.8965 -2.0441 -3.1283 -0.3879 0.7181 -0.1744
H 3.1430 2.5699 0.3202 -0.4811 0.4620 -0.1053
H -1.8736 2.9805 -0.0676 0.5058 -0.6371 0.0313
H -3.3424 1.1185 -0.9053 0.7726 -0.2715 0.0881
H 0.2342 -4.9571 -0.3031 -0.0205 -0.1588 -0.1850
H 5.4064 -0.4760 1.1530 0.2337 0.0615 -0.0044
H 0.3029 0.2415 3.3843 -0.0911 0.0784 0.1038
H 0.6524 2.9778 -0.0797 -0.5904 -0.5596 0.4517
H -2.8899 1.9949 1.7769 0.1234 0.2677 -0.0613
H 3.8965 1.4066 0.9291 0.1591 -0.3371 0.1716
H -3.5491 -2.3615 -0.6011 -0.0229 0.0126 -0.1982
H 1.2064 -0.8078 -0.7772 -0.6372 -0.2315 -0.4900
H 1.3684 -0.0937 0.7280 -0.4882 0.3479 0.3681
H 0.1656 -1.4100 0.5729 0.3551 -0.3197 -0.1087
H -2.6638 0.6185 1.1886 0.1432 -0.0922 -0.2678
H -4.7131 0.5455 -0.6144 -0.0115 -0.1237 0.2197
H 1.0100 2.0369 -3.4526 0.2002 -0.0729 -0.1753
H 1.3554 3.1277 -1.4121 -0.1652 0.1022 -0.1574
H -2.1154 4.2009 -0.9302 0.0031 0.0530 -0.1658
H -0.5805 -3.6836 -0.3839 -0.4645 0.4310 -0.4060
H -0.0097 1.1974 2.2527 -0.1969 0.4047 -0.4071
```
Positions in Å, forces in eV/Å.


Ordered energy above the lowest of the compared OMol25 structures with the same formula, charge and spin results: 65.16 69.04 235.71; unit kJ/mol.